{"formula": "C52H61IrN4O13P3S4", "method": "the ωB97M-V functional and the def2-TZVPD basis", "orbital_gap_ev": [7.38, 5.95], "e_above_lowest_kj_mol": 0.0, "spin_multiplicity": 2, "lumo_ev": [-0.2654, -1.7567], "symbols": ["Ir", "O", "S", "O", "O", "C", "C", "C", "C", "C", "C", "P", "C", "C", "C", "C", "C", "C", "C", "C", "C", "C", "C", "C", "H", "H", "H", "H", "H", "H", "H", "H", "H", "H", "H", "H", "H", "H", "O", "C", "O", "C", "C", "C", "C", "C", "C", "O", "N", "O", "O", "N", "O", "O", "H", "H", "C", "C", "C", "C", "N", "C", "S", "N", "C", "C", "C", "C", "H", "H", "H", "H", "H", "H", "H", "H", "H", "H", "H", "H", "H", "H", "H", "H", "H", "H", "H", "H", "C", "C", "O", "P", "O", "C", "C", "O", "C", "C", "H", "H", "H", "H", "H", "H", "H", "H", "H", "H", "H", "H", "H", "H", "H", "S", "P", "S", "C", "C", "C", "C", "C", "C", "C", "C", "C", "C", "C", "C", "H", "H", "H", "H", "H", "H", "H", "H", "H", "H"], "positions_angstrom": [[0.344, 0.301, -0.372], [2.364, -3.490, -1.424], [1.056, -2.887, -1.490], [0.041, -3.479, -0.660], [1.198, -1.400, -1.312], [0.520, -3.127, -3.174], [0.409, -4.469, -3.518], [0.022, -4.837, -4.794], [-0.240, -3.859, -5.741], [-0.117, -2.522, -5.407], [0.268, -2.132, -4.121], [0.477, -0.351, -3.783], [-0.407, 0.504, -5.086], [0.209, 1.268, -6.074], [-0.567, 1.917, -7.021], [-1.952, 1.823, -6.977], [-2.568, 1.066, -5.990], [-1.798, 0.406, -5.047], [2.255, -0.053, -3.905], [3.150, -1.126, -3.881], [4.514, -0.898, -3.939], [5.001, 0.399, -4.021], [4.119, 1.469, -4.032], [2.752, 1.250, -3.959], [0.624, -5.221, -2.770], [-0.071, -5.885, -5.048], [-0.537, -4.133, -6.745], [-0.313, -1.768, -6.156], [1.285, 1.349, -6.125], [-0.084, 2.505, -7.791], [-2.552, 2.352, -7.708], [-3.646, 0.999, -5.931], [-2.292, -0.158, -4.263], [2.794, -2.144, -3.807], [5.196, -1.738, -3.915], [6.069, 0.574, -4.067], [4.492, 2.484, -4.082], [2.074, 2.092, -3.930], [0.308, 3.285, -3.359], [0.003, 2.675, -2.354], [0.244, 1.398, -2.185], [-0.804, 3.374, -1.289], [-1.616, 4.410, -1.710], [-2.334, 5.147, -0.782], [-2.208, 4.922, 0.572], [-1.373, 3.907, 0.984], [-0.691, 3.057, 0.086], [0.055, 2.099, 0.544], [-1.195, 3.760, 2.431], [-2.174, 3.907, 3.140], [-0.085, 3.477, 2.844], [-3.219, 6.227, -1.237], [-3.361, 6.373, -2.433], [-3.757, 6.909, -0.383], [-1.673, 4.642, -2.764], [-2.739, 5.525, 1.293], [6.592, 2.817, 5.393], [5.214, 3.174, 4.851], [4.922, 2.505, 3.510], [3.452, 2.661, 3.135], [3.137, 2.345, 1.746], [3.142, 1.148, 1.173], [2.607, 1.046, -0.472], [3.589, 0.075, 1.807], [3.517, -1.287, 1.272], [4.511, -2.194, 1.974], [4.391, -3.631, 1.462], [3.162, -4.352, 2.002], [6.808, 3.351, 6.319], [7.373, 3.070, 4.673], [6.666, 1.748, 5.600], [5.131, 4.258, 4.734], [4.445, 2.884, 5.575], [5.217, 1.453, 3.572], [5.538, 2.950, 2.724], [3.162, 3.701, 3.273], [2.802, 2.082, 3.794], [2.597, 3.020, 1.225], [3.737, 0.148, 2.801], [3.712, -1.240, 0.202], [2.499, -1.668, 1.385], [4.324, -2.177, 3.057], [5.524, -1.813, 1.819], [5.295, -4.183, 1.729], [4.335, -3.616, 0.371], [3.161, -4.366, 3.096], [3.126, -5.384, 1.652], [2.242, -3.872, 1.662], [-1.077, -3.964, 2.878], [-1.238, -2.761, 1.983], [-0.257, -1.771, 2.384], [-0.179, -0.306, 1.754], [0.726, 0.373, 2.888], [1.185, -0.240, 4.111], [0.439, 0.292, 5.314], [-1.625, 0.323, 1.917], [-2.216, 0.752, 3.170], [-2.821, -0.371, 3.979], [-1.866, -4.685, 2.657], [-1.154, -3.685, 3.930], [-0.116, -4.449, 2.713], [-2.229, -2.321, 2.090], [-1.060, -3.006, 0.943], [2.236, 0.032, 4.208], [1.115, -1.322, 4.033], [0.423, 1.383, 5.301], [0.946, -0.037, 6.223], [-0.585, -0.075, 5.350], [-2.983, 1.459, 2.864], [-1.458, 1.297, 3.734], [-3.617, -0.869, 3.426], [-3.259, 0.061, 4.882], [-2.082, -1.113, 4.281], [-4.517, 0.640, -2.760], [-3.739, -0.271, -1.219], [-1.681, -0.582, -1.349], [-4.281, 0.592, 0.289], [-4.025, 1.959, 0.396], [-4.653, 2.707, 1.378], [-5.532, 2.100, 2.269], [-5.769, 0.739, 2.182], [-5.148, -0.013, 1.191], [-4.401, -1.964, -1.066], [-5.743, -2.176, -1.383], [-6.307, -3.432, -1.219], [-5.535, -4.489, -0.753], [-4.193, -4.290, -0.467], [-3.629, -3.030, -0.623], [-3.374, 2.440, -0.325], [-4.473, 3.771, 1.446], [-6.030, 2.693, 3.025], [-6.453, 0.260, 2.872], [-5.362, -1.072, 1.111], [-6.332, -1.351, -1.765], [-7.350, -3.588, -1.465], [-5.977, -5.470, -0.632], [-3.575, -5.117, -0.140], [-2.571, -2.881, -0.460]]}

---

{"formula": "C52H62AuN3OSSi", "method": "the ωB97M-V functional and the def2-TZVPD basis", "orbital_gap_ev": [4.70, 4.70], "e_above_lowest_kj_mol": 280.0, "charge": -2, "lumo_ev": [4.2875, 4.2875], "symbols": ["Au", "C", "C", "C", "C", "C", "C", "C", "C", "C", "C", "C", "C", "N", "C", "C", "N", "C", "C", "C", "C", "C", "C", "C", "C", "C", "C", "C", "C", "C", "C", "C", "C", "C", "C", "C", "C", "C", "C", "H", "H", "H", "H", "H", "H", "H", "H", "H", "H", "H", "H", "H", "H", "H", "H", "H", "H", "H", "H", "H", "H", "H", "H", "H", "H", "H", "H", "H", "H", "H", "H", "H", "H", "H", "H", "H", "H", "H", "H", "C", "H", "H", "C", "Si", "C", "C", "O", "H", "H", "H", "H", "H", "H", "H", "H", "H", "N", "S", "C", "C", "C", "C", "C", "C", "C", "C", "C", "C", "C", "C", "H", "H", "H", "H", "H", "H", "H", "H", "H", "H", "H"], "positions_angstrom": [[0.101, 0.431, 0.930], [1.118, -1.482, -2.347], [2.623, -1.230, -2.396], [2.933, 0.110, -3.054], [3.307, -1.445, -1.054], [4.246, -2.460, -0.968], [4.926, -2.743, 0.207], [4.657, -1.987, 1.334], [3.722, -0.963, 1.316], [3.482, -0.175, 2.590], [3.354, -1.072, 3.816], [4.574, 0.868, 2.805], [3.023, -0.657, 0.126], [2.067, 0.378, 0.133], [2.412, 1.646, -0.191], [1.415, 2.601, -0.386], [0.101, 2.225, -0.168], [-0.897, 3.198, -0.201], [-1.006, 4.186, 0.825], [-1.977, 5.177, 0.744], [-2.873, 5.211, -0.310], [-2.805, 4.219, -1.278], [-1.849, 3.218, -1.244], [-1.888, 2.180, -2.350], [-2.382, 0.821, -1.850], [-0.584, 2.044, -3.125], [-0.106, 4.147, 2.045], [-0.895, 4.258, 3.346], [0.986, 5.206, 2.005], [2.007, 3.793, -0.972], [1.562, 4.997, -1.457], [2.512, 5.924, -1.974], [3.857, 5.670, -2.020], [4.347, 4.412, -1.546], [5.697, 3.955, -1.565], [5.993, 2.696, -1.114], [4.992, 1.797, -0.624], [3.695, 2.221, -0.588], [3.413, 3.537, -1.049], [0.673, -1.270, -3.331], [0.629, -0.862, -1.598], [0.891, -2.514, -2.072], [3.055, -1.998, -3.054], [2.437, 0.939, -2.564], [2.599, 0.085, -4.100], [4.011, 0.322, -3.041], [4.442, -3.056, -1.857], [5.651, -3.550, 0.243], [5.181, -2.204, 2.260], [2.534, 0.349, 2.465], [4.331, -1.451, 4.143], [2.704, -1.928, 3.612], [2.911, -0.514, 4.649], [5.564, 0.391, 2.847], [4.412, 1.396, 3.754], [4.590, 1.607, 2.003], [-2.037, 5.930, 1.526], [-3.626, 5.993, -0.373], [-3.518, 4.228, -2.101], [-2.643, 2.554, -3.057], [-1.714, 0.393, -1.105], [-2.430, 0.108, -2.683], [-3.382, 0.904, -1.407], [0.154, 1.472, -2.570], [-0.138, 3.025, -3.338], [-0.771, 1.532, -4.079], [0.384, 3.163, 2.029], [-1.272, 5.277, 3.504], [-0.250, 4.004, 4.196], [-1.747, 3.569, 3.354], [0.547, 6.212, 1.929], [1.659, 5.068, 1.155], [1.582, 5.166, 2.926], [0.509, 5.265, -1.440], [2.142, 6.878, -2.345], [4.547, 6.406, -2.426], [6.482, 4.604, -1.945], [7.024, 2.353, -1.140], [5.277, 0.801, -0.303], [-1.664, 0.671, 1.864], [-2.043, 1.699, 1.722], [-2.357, -0.082, 1.472], [0.043, -4.006, 2.183], [-0.831, -3.486, 0.578], [-0.105, -4.664, -0.715], [-2.636, -4.085, 0.751], [-0.695, -1.948, 0.245], [0.036, -5.097, 2.305], [-0.407, -3.579, 3.088], [1.090, -3.676, 2.148], [-0.340, -5.709, -0.467], [0.985, -4.561, -0.770], [-0.518, -4.446, -1.707], [-2.723, -4.951, 1.421], [-3.028, -4.380, -0.231], [-3.286, -3.290, 1.129], [0.284, -0.414, 2.832], [-0.982, 0.384, 3.605], [-0.020, -0.239, 5.312], [0.841, 0.730, 5.825], [1.573, 0.524, 6.987], [1.456, -0.679, 7.676], [0.596, -1.655, 7.190], [-0.134, -1.431, 6.026], [-2.403, -0.552, 4.159], [-3.101, -0.119, 5.279], [-4.186, -0.849, 5.737], [-4.559, -2.026, 5.094], [-3.846, -2.460, 3.982], [-2.770, -1.717, 3.511], [0.050, -1.407, 2.749], [0.944, 1.674, 5.291], [2.246, 1.295, 7.354], [2.032, -0.853, 8.580], [0.499, -2.601, 7.717], [-0.801, -2.215, 5.666], [-2.775, 0.777, 5.797], [-4.736, -0.507, 6.607], [-5.401, -2.601, 5.462], [-4.127, -3.373, 3.469], [-2.228, -2.028, 2.626]]}

---

{"formula": "C52H62N2O4Pt", "method": "the ωB97M-V functional and the def2-TZVPD basis", "orbital_gap_ev": [6.66, 6.64], "spin_multiplicity": 3, "lumo_ev": [-0.5227, -0.9514], "symbols": ["Pt", "C", "O", "C", "C", "C", "C", "C", "C", "C", "C", "C", "C", "C", "C", "C", "C", "C", "C", "C", "C", "C", "C", "C", "C", "C", "C", "C", "C", "C", "C", "C", "C", "O", "C", "C", "C", "C", "C", "O", "C", "C", "C", "C", "C", "C", "O", "C", "C", "C", "C", "H", "H", "H", "H", "H", "H", "H", "H", "H", "H", "H", "H", "H", "H", "H", "H", "H", "H", "H", "H", "H", "H", "H", "H", "H", "H", "H", "H", "H", "H", "H", "H", "H", "H", "H", "H", "H", "H", "H", "H", "H", "H", "H", "H", "H", "H", "H", "H", "H", "H", "H", "H", "H", "H", "H", "H", "H", "H", "N", "C", "C", "C", "C", "N", "C", "C", "H", "H", "H", "H"], "positions_angstrom": [[0.678, 1.405, -0.741], [-1.389, -2.141, -0.001], [-0.731, -1.016, -0.578], [-0.871, -0.970, -1.949], [0.149, -1.451, -2.768], [1.573, -1.728, -2.314], [1.929, -1.841, -0.852], [1.893, -3.079, -0.213], [2.309, -3.247, 1.098], [2.796, -2.118, 1.759], [2.831, -0.864, 1.174], [3.369, 0.310, 1.958], [2.492, 1.487, 2.381], [3.149, 2.565, 2.957], [2.498, 3.741, 3.317], [1.146, 3.837, 3.027], [0.433, 2.791, 2.443], [-0.998, 3.097, 2.015], [-1.929, 2.010, 1.535], [-2.809, 1.398, 2.422], [-3.717, 0.428, 2.017], [-3.753, 0.120, 0.658], [-2.905, 0.710, -0.266], [-3.055, 0.415, -1.740], [-2.041, -0.436, -2.500], [-2.261, -0.619, -3.860], [-1.345, -1.264, -4.688], [-0.122, -1.606, -4.128], [-1.724, -1.598, -6.134], [-0.613, -2.357, -6.859], [-2.032, -0.324, -6.930], [-2.978, -2.483, -6.114], [-1.976, 1.655, 0.183], [-1.117, 2.220, -0.703], [-4.663, -0.285, 2.981], [-6.118, -0.008, 2.577], [-4.470, 0.175, 4.425], [-4.400, -1.796, 2.923], [1.110, 1.600, 2.200], [0.412, 0.545, 1.646], [0.007, -0.481, 2.551], [3.295, 4.884, 3.945], [4.013, 4.383, 5.205], [2.402, 6.060, 4.342], [4.336, 5.384, 2.934], [2.398, -0.730, -0.155], [2.427, 0.484, -0.759], [2.257, -4.588, 1.828], [3.677, -5.010, 2.229], [1.653, -5.692, 0.961], [1.395, -4.447, 3.090], [-2.264, -2.425, -0.590], [-0.697, -2.987, 0.053], [-1.717, -1.859, 0.998], [1.915, -2.635, -2.821], [2.175, -0.912, -2.726], [1.527, -3.924, -0.784], [3.132, -2.204, 2.788], [3.829, -0.086, 2.867], [4.187, 0.746, 1.375], [4.221, 2.479, 3.104], [0.609, 4.755, 3.230], [-1.477, 3.613, 2.851], [-0.920, 3.832, 1.208], [-2.755, 1.694, 3.463], [-4.469, -0.609, 0.291], [-4.052, -0.001, -1.908], [-3.046, 1.382, -2.253], [-3.196, -0.254, -4.273], [0.656, -2.037, -4.747], [0.286, -1.749, -6.976], [-0.346, -3.275, -6.333], [-0.953, -2.631, -7.859], [-1.146, 0.307, -7.014], [-2.346, -0.580, -7.943], [-2.833, 0.256, -6.469], [-2.796, -3.398, -5.547], [-3.825, -1.969, -5.658], [-3.259, -2.760, -7.132], [-6.324, 1.064, 2.595], [-6.331, -0.374, 1.572], [-6.805, -0.502, 3.268], [-4.673, 1.241, 4.540], [-5.159, -0.366, 5.076], [-3.455, -0.020, 4.778], [-4.543, -2.190, 1.915], [-3.376, -2.021, 3.230], [-5.080, -2.329, 3.591], [0.693, -0.526, 3.399], [-1.008, -0.278, 2.903], [0.046, -1.424, 2.014], [3.295, 4.019, 5.942], [4.704, 3.570, 4.981], [4.587, 5.194, 5.658], [1.620, 5.754, 5.038], [3.007, 6.825, 4.832], [1.929, 6.521, 3.473], [5.048, 4.599, 2.675], [3.852, 5.715, 2.013], [4.896, 6.224, 3.350], [4.314, -5.104, 1.347], [4.136, -4.280, 2.897], [3.657, -5.973, 2.744], [2.240, -5.862, 0.056], [1.632, -6.627, 1.524], [0.628, -5.458, 0.666], [1.815, -3.718, 3.784], [0.384, -4.122, 2.832], [1.324, -5.404, 3.612], [1.306, 1.274, -8.017], [1.253, 1.522, -6.897], [1.193, 1.824, -5.491], [2.337, 1.703, -4.708], [2.229, 1.960, -3.355], [1.073, 2.314, -2.786], [-0.018, 2.445, -3.544], [-0.004, 2.216, -4.905], [3.282, 1.404, -5.137], [3.074, 1.850, -2.688], [-0.922, 2.726, -3.019], [-0.908, 2.318, -5.484]]}

---

Max |F| in hartree/bohr, matching the order above: 0.0232; 0.0258; 0.0071
DFT total energy in eV, matching the order above: -161538.7526; -83853.4618; -69346.5764